{
  "formula": "C27H46BrN6O2PReS5Sb",
  "method": "the ωB97M-V functional and the def2-TZVPD basis",
  "elements": ["Re", "S", "Sb", "S", "S", "S", "Br", "C", "C", "C", "C", "C", "C", "C", "O", "O", "H", "H", "H", "H", "C", "N", "C", "C", "S", "N", "C", "C", "H", "H", "H", "H", "H", "H", "H", "H", "H", "H", "H", "H", "N", "P", "N", "C", "C", "C", "C", "C", "N", "C", "C", "C", "C", "C", "N", "C", "C", "C", "C", "C", "H", "H", "H", "H", "H", "H", "H", "H", "H", "H", "H", "H", "H", "H", "H", "H", "H", "H", "H", "H", "H", "H", "H", "H", "H", "H", "H", "H", "H", "H"],
  "coordinates": [[-0.12832, -0.17987, -0.38385], [-2.83582, -0.31592, 2.13491], [-0.54661, -0.44489, 3.23868], [0.49100, -1.60389, 1.45752], [-2.51285, -0.78303, 0.18096], [-2.47040, -1.90928, 3.43474], [-3.35269, 6.45509, -2.01286], [-2.89299, 5.33788, -0.57302], [-3.30710, 5.66288, 0.71358], [-2.96420, 4.83877, 1.77834], [-2.20963, 3.69815, 1.56094], [-1.80558, 3.38374, 0.26784], [-2.14874, 4.19980, -0.80940], [-1.05618, 2.15373, 0.02326], [-0.59292, 1.42327, 0.97579], [-0.81840, 1.69171, -1.13886], [-3.89669, 6.55526, 0.87879], [-3.28690, 5.09606, 2.77984], [-1.93769, 3.05254, 2.38517], [-1.83992, 3.94117, -1.81284], [2.06806, 3.52254, -1.14381], [2.52758, 2.46879, -2.06574], [2.50056, 2.89207, -3.47663], [2.75266, 1.20881, -1.68019], [2.17316, 0.58925, -0.13345], [3.51209, 0.38650, -2.40638], [4.65116, 0.84779, -3.22428], [3.50352, -1.07393, -2.20855], [2.48038, 4.46799, -1.49384], [2.42195, 3.33574, -0.13694], [0.98438, 3.58344, -1.14963], [3.39048, 3.44842, -3.76143], [1.63805, 3.54450, -3.60485], [2.37970, 2.03187, -4.12864], [4.87701, 1.88565, -3.02815], [4.47254, 0.69854, -4.28657], [5.52078, 0.26004, -2.93441], [2.49716, -1.43747, -2.03349], [4.13433, -1.35840, -1.36790], [3.89786, -1.52364, -3.11690], [-0.21499, -1.08978, -1.85504], [-0.99744, -2.03245, -3.01599], [-0.32140, -1.63877, -4.42149], [-0.96458, -2.18468, -5.65771], [-0.05745, -1.97213, -6.85972], [1.37572, -2.39563, -6.55638], [1.96038, -1.61511, -5.35532], [0.88842, -0.81585, -4.62321], [-2.57045, -1.72513, -3.04962], [-3.66766, -2.67582, -2.73900], [-4.75296, -2.56100, -3.79776], [-5.25488, -1.12145, -3.92053], [-4.09741, -0.16473, -4.21394], [-3.01175, -0.30677, -3.15834], [-0.79500, -3.60105, -2.65612], [0.41332, -4.30098, -3.17235], [0.14970, -5.79917, -3.20005], [-0.22726, -6.31153, -1.81079], [-1.41608, -5.52834, -1.25534], [-1.12525, -4.03855, -1.26710], [-1.93003, -1.70736, -5.81214], [-1.14294, -3.25455, -5.52121], [-0.08580, -0.92586, -7.17180], [-0.45932, -2.55403, -7.68820], [1.99443, -2.24182, -7.43805], [1.39348, -3.46851, -6.35133], [2.73579, -0.92586, -5.69600], [2.42777, -2.30780, -4.65320], [0.60720, 0.07079, -5.19634], [1.24863, -0.47547, -3.65789], [-4.07732, -2.43141, -1.75326], [-3.26771, -3.68478, -2.71072], [-5.57032, -3.23293, -3.53012], [-4.35085, -2.89800, -4.75904], [-5.74386, -0.82505, -2.98574], [-6.00315, -1.05357, -4.70887], [-4.44114, 0.87114, -4.22204], [-3.68620, -0.37903, -5.20433], [-3.41011, 0.00413, -2.18663], [-2.15174, 0.32730, -3.37619], [1.26593, -4.08602, -2.51142], [0.64820, -3.93034, -4.16728], [1.03849, -6.30844, -3.57540], [-0.66834, -5.99646, -3.90100], [0.62946, -6.19901, -1.13594], [-0.46212, -7.37469, -1.85337], [-1.64231, -5.83600, -0.23351], [-2.30512, -5.72598, -1.86372], [-0.26797, -3.81972, -0.61934], [-1.97074, -3.46542, -0.88861]],
  "lowdin_charge": [0.89, -0.06, 0.76, -0.09, 0.16, 0.06, 0.80, -0.68, -0.08, -0.04, 0.00, -0.14, -0.06, -0.60, -0.36, -0.14, 0.12, 0.12, 0.11, 0.11, -0.03, -0.16, -0.02, -0.63, 0.67, -0.17, -0.01, -0.08, 0.11, 0.08, 0.08, 0.10, 0.10, 0.08, 0.09, 0.09, 0.11, 0.04, 0.10, 0.09, -0.29, 0.65, -0.18, -0.16, -0.17, -0.17, -0.17, -0.18, -0.18, -0.18, -0.17, -0.18, -0.17, -0.20, -0.18, -0.18, -0.17, -0.19, -0.17, -0.21, 0.10, 0.12, 0.12, 0.13, 0.12, 0.11, 0.11, 0.09, 0.13, 0.07, 0.11, 0.10, 0.12, 0.12, 0.12, 0.12, 0.12, 0.11, 0.07, 0.11, 0.13, 0.09, 0.12, 0.12, 0.12, 0.12, 0.12, 0.12, 0.10, 0.07],
  "e_lumo_ev": -6.33,
  "largest_force_ev_per_a": 0.75,
  "charge": 2,
  "mol_weight_g_mol": 1065.88,
  "e_tot_ha": -6759.98297,
  "orbital_gap_ev": 6.858,
  "e_above_lowest_kj_mol": 0.0
}